95
Properties=species:S:1:pos:R:3 method="wB97M-V/def2-TZVPD" smiles="[H]/N=C/C[PH](COCCC)(B(N)O)C(F)(F)C(F)(F)C(F)(F)F.CCOC(C)=O.CCOC(C)=O.CCOC(C)=O.CCOC(C)=O" orbital_gap_ev=8.904 total_energy_ev=-79154.3347
H -2.17076 -4.10132 -4.79554
N -1.56394 -3.49784 -4.16270
C -1.93334 -3.82709 -2.85231
C -1.23239 -3.12123 -1.52167
P -2.38136 -1.82729 -0.65634
C -3.91417 -3.02401 -0.77538
O -4.93767 -2.48970 0.18069
C -5.94797 -1.88120 -0.69927
C -7.10814 -1.01360 0.06964
C -6.87219 -0.81174 1.67952
B -2.53893 -1.97878 1.24956
N -3.09209 -0.93133 2.19800
O -2.10920 -3.28006 1.87289
C -1.01079 -0.49858 -0.57270
F 0.22426 -1.09472 0.06151
F -1.35694 0.67276 0.31872
C -0.66826 0.20105 -2.05356
F -1.43099 -0.42378 -3.17372
F -1.14625 1.63345 -2.00089
C 0.95607 0.29874 -2.35001
F 1.70260 1.05906 -1.28665
F 1.08099 1.15664 -3.58741
F 1.59092 -0.99645 -2.68918
H -2.77204 -4.67274 -2.77151
H -0.22315 -2.63600 -1.93189
H -0.90439 -3.99958 -0.81029
H -3.19983 -0.85828 -1.36533
H -4.40976 -3.02279 -1.83738
H -3.57621 -4.07653 -0.39112
H -6.50001 -2.76184 -1.27476
H -5.40741 -1.12491 -1.44466
H -7.14804 0.05162 -0.41992
H -8.16105 -1.55443 -0.07602
H -7.35559 0.24180 1.96299
H -5.74634 -0.76346 2.01223
H -7.49724 -1.64951 2.22798
H -2.27436 -0.65200 2.81981
H -3.80166 -1.37273 2.85685
H -1.39868 -3.71439 1.30966
C 5.08920 -3.29301 3.05455
C 5.35333 -3.69269 1.61568
O 4.18741 -4.29897 1.02953
C 3.18117 -3.61493 0.44122
C 3.09204 -2.13159 0.65791
O 2.31251 -4.20767 -0.19309
H 4.29800 -2.54267 3.12408
H 5.99423 -2.88636 3.51352
H 4.75663 -4.15881 3.63640
H 5.71402 -2.85889 1.00631
H 6.14136 -4.45326 1.59445
H 2.45548 -1.93251 1.52434
H 2.64366 -1.67849 -0.23165
H 4.05721 -1.64860 0.79001
C 5.05969 1.88061 -5.67840
C 5.27626 0.39064 -5.85988
O 6.34522 -0.07845 -5.01857
C 6.19568 -0.46319 -3.73166
C 4.92312 -0.11241 -3.01559
O 7.11499 -1.01956 -3.13705
H 4.75959 2.12111 -4.65569
H 4.28673 2.24329 -6.36111
H 5.98782 2.42783 -5.87311
H 4.36325 -0.19029 -5.69991
H 5.58745 0.19740 -6.89222
H 5.04982 0.84696 -2.50658
H 4.71782 -0.89060 -2.27400
H 4.05100 -0.07419 -3.66383
C 3.57583 4.51179 -1.66427
C 3.23157 3.56951 -0.52697
O 4.15549 3.72475 0.56518
C 4.02810 4.63786 1.55338
C 3.05130 5.76446 1.37498
O 4.75409 4.59027 2.54278
H 3.49858 5.55740 -1.35675
H 2.90752 4.34987 -2.51412
H 4.60847 4.35349 -1.99195
H 2.19714 3.67835 -0.18823
H 3.33466 2.53597 -0.87493
H 3.56499 6.61743 0.92322
H 2.67126 6.05191 2.36018
H 2.18055 5.50024 0.77978
C -3.27609 2.77432 5.80549
C -3.40341 2.08774 4.45929
O -4.44174 1.09196 4.48762
C -5.74969 1.34122 4.25591
C -6.22668 2.76516 4.26429
O -6.54550 0.41582 4.11962
H -4.19151 3.30785 6.07230
H -2.44840 3.48844 5.79673
H -3.09781 2.03683 6.59486
H -3.55595 2.79475 3.63861
H -2.47114 1.55648 4.23896
H -6.55953 3.02680 5.27240
H -7.06954 2.85159 3.57162
H -5.48094 3.47980 3.92450

***

92
Properties=species:S:1:pos:R:3 method="wB97M-V/def2-TZVPD" charge=+1 orbital_gap_ev=6.356 total_energy_ev=-178525.6363
C 2.64936 -1.73236 1.51599
C 3.55446 -0.36904 1.61647
P 3.50309 0.75569 0.07420
C 3.41756 -0.22427 -1.56243
C 4.17755 0.66449 -2.74819
C 2.17980 2.12720 0.19360
N 2.69546 3.57716 0.09667
C 1.80528 4.80542 0.18503
P 2.69440 6.52396 -0.02670
P 3.39084 6.44696 -2.13749
O 4.94764 6.15205 -2.21258
O 2.90240 7.93738 -2.89897
O 2.57893 5.11137 -2.97086
C 0.17783 4.70154 0.41055
C -0.46874 3.19141 0.52660
C -2.09040 3.09016 0.76882
C -2.89475 2.65971 -0.59906
C -4.27801 1.86133 -0.16732
C -5.07433 1.35459 -1.54366
N -4.40975 0.15324 -2.19839
C 0.56183 1.90899 0.38969
Br -0.22509 0.07222 0.47056
H 1.68628 -1.54104 2.19436
H 3.16487 -2.70463 1.91810
H 2.20957 -1.91241 0.42114
H 3.25893 0.18240 2.63215
H 4.69020 -0.70040 1.75690
H 2.35220 -0.59809 -1.87023
H 4.11337 -1.18294 -1.41413
H 3.76073 1.75983 -2.84375
H 5.33451 0.78760 -2.48248
H 4.17454 0.10343 -3.80113
H 3.73862 3.73008 -0.04563
H 3.81949 6.55629 0.87969
H 3.61072 8.60068 -2.63833
H 1.72248 5.45981 -3.40632
H -0.44878 5.69725 0.47330
H -2.44166 4.14335 1.19974
H -2.26374 2.31891 1.65313
H -2.19749 1.89288 -1.17293
H -3.08103 3.64473 -1.20783
H -3.96401 0.97352 0.53358
H -4.96523 2.62633 0.40676
H -6.15122 1.02606 -1.20379
H -5.23531 2.24965 -2.30764
H -4.41669 0.31141 -3.23867
H -4.96183 -0.69585 -1.94443
C 1.97457 -7.92970 3.06685
C 1.60314 -7.84314 1.58728
C 1.34044 -6.37290 1.26561
S 2.33311 -5.42595 2.40997
O 1.44786 -4.69334 3.29074
O 3.41298 -4.78447 1.68689
C 2.98984 -6.82140 3.30274
H 2.38300 -8.91076 3.32633
H 1.08310 -7.75978 3.68237
H 2.43902 -8.21012 0.97935
H 0.73063 -8.46071 1.35227
H 1.63245 -6.12676 0.24157
H 0.29177 -6.10892 1.42773
H 3.11107 -6.56709 4.35707
H 3.95875 -7.07460 2.86212
C -3.10509 -6.00729 5.87322
C -3.63103 -7.43369 5.72043
C -2.77400 -8.12773 4.66313
S -1.17358 -7.33574 4.71853
O -0.95938 -6.64192 3.46599
O -0.20270 -8.26042 5.26881
C -1.59171 -6.13340 5.96559
H -3.52179 -5.51313 6.75571
H -3.37965 -5.41562 4.99175
H -3.53617 -7.96179 6.67701
H -4.68938 -7.44711 5.44184
H -2.65921 -9.19383 4.87472
H -3.18613 -7.98922 3.65982
H -1.06969 -5.19517 5.77012
H -1.28878 -6.53839 6.93578
C -2.71467 6.79324 -6.35461
C -1.80559 7.99901 -6.58763
C -0.83463 8.07561 -5.41059
S -0.64112 6.40321 -4.81283
O -1.19605 6.32408 -3.47794
O 0.69457 5.93626 -5.12641
C -1.79222 5.65369 -5.94809
H -3.29359 6.54238 -7.24823
H -3.41988 7.01307 -5.54418
H -1.24496 7.85834 -7.51975
H -2.37972 8.92553 -6.68676
H 0.13885 8.46676 -5.71695
H -1.24022 8.68188 -4.59597
H -2.31611 4.83019 -5.45987
H -1.22295 5.28281 -6.80566